Arrangement P

Molecular formula: C8H10N5
Method: DFT, ωB97M-V/def2-TZVPD

Its SMILES is CN1CC(=[NH2+])[C@H](C#N)C(CC#N)=N1. The calculation puts the HOMO energy at -12.73 eV. Its charge is +1.

```
23
C8H10N5 | the OMol25 dataset | ωB97M-V/def2-TZVPD
N -1.34 2.56 -3.60
N -0.68 0.03 -1.24
N 1.79 3.57 -0.90
N -1.12 -0.11 -0.06
N 1.90 0.20 1.69
C 0.51 0.93 -2.97
C -0.37 2.02 -3.30
C 1.74 2.45 -0.80
C -2.32 -0.77 0.33
C 0.45 0.53 -1.55
C 1.54 1.01 -0.59
C -0.44 0.62 1.14
C 1.03 0.67 0.85
H 1.51 1.20 -3.27
H 2.55 0.81 -0.86
H -0.56 0.08 2.12
H -0.86 1.72 1.14
H 0.09 0.18 -3.59
H -2.88 -1.01 -0.51
H 1.49 -0.25 2.49
H -3.08 -0.16 0.93
H 2.80 0.20 1.41
H -2.16 -1.78 0.95
```

Atomic partial charges in e from the Löwdin method, atoms 1 to 8: atom 1 (N): 0.182, atom 2 (N): 0.137, atom 3 (N): 0.237, atom 4 (N): -0.191, atom 5 (N): 0.319, atom 6 (C): -0.133, atom 7 (C): -0.216, atom 8 (C): -0.194

***

Arrangement Q

Molecular formula: C8H10N5
Method: DFT, ωB97M-V/def2-TZVPD

Its SMILES is [H]/N=C1/N=N[N@@+](C)(c2ccccc2)N1. The calculation puts the HOMO energy at -13.38 eV. Its charge is +1.

```
23
C8H10N5 | the OMol25 dataset | ωB97M-V/def2-TZVPD
N -1.41 -1.22 -0.80
N -0.80 -0.38 0.46
N -3.78 1.06 -0.68
N -2.38 -0.70 -1.24
N -1.68 0.70 0.41
C 3.09 0.56 -1.05
C 0.87 1.27 -0.25
C 0.55 -0.01 -0.02
C 2.23 1.54 -0.77
C 2.76 -0.74 -0.66
C -0.87 -1.35 1.65
C 1.54 -1.03 -0.11
C -2.76 0.44 -0.43
H -0.07 -2.09 1.46
H -4.15 1.76 -0.04
H -0.74 -0.78 2.58
H 2.51 2.60 -1.01
H 1.15 -2.12 0.16
H 3.34 -1.59 -0.77
H -1.82 -1.95 1.56
H 4.10 0.75 -1.40
H 0.17 2.01 -0.32
H -1.83 1.25 1.25
```

Atomic partial charges in e from the Löwdin method, atoms 1 to 8: atom 1 (N): 0.201, atom 2 (N): -0.201, atom 3 (N): 0.232, atom 4 (N): 0.189, atom 5 (N): 0.111, atom 6 (C): -0.064, atom 7 (C): 0.020, atom 8 (C): -0.214

***

Comparing the structures above, arrangement Q comes out on top by 55.0 kJ/mol.